Entry from the Open Molecules 2025 dataset: a 4-piece molecular cluster, C15H42BNO10S3Si overall (ωB97M-V with the def2-TZVPD basis set).

The SMILES is CCC[C@@H](C)[Si@@H](N)B(C)O.CCOS(C)(=O)=O.CCOS(C)(=O)=O.CCOS(C)(=O)=O. The highest occupied orbital energy is -0.3055 Eh. The relative energy (zero: lowest compared OMol25 entry of this formula, charge and spin) is 0.00 kcal/mol. As for the orbital gap: 8.767 eV.

```
! wB97M-V def2-TZVPD RIJCOSX def2/J DEFGRID3
* xyz 0 1
C -2.372 -2.209 7.497
C 1.424 -2.289 0.832
H 0.188 -2.917 -0.781
O 1.699 -2.059 -5.091
C 0.027 -2.595 0.257
C -3.704 -2.490 1.591
H -4.665 -2.058 1.881
H -0.085 6.042 -0.718
S 1.205 -0.772 -4.712
H -1.244 -4.379 0.370
H 0.194 -4.448 1.368
H -0.659 5.140 -3.595
C 2.130 -1.074 0.212
H -0.559 0.744 -1.076
Si -1.171 -1.114 0.185
H 1.748 -0.921 -0.798
N -0.949 -0.170 -1.293
O 1.350 0.236 -5.927
H -3.233 -2.240 8.160
O -4.024 -1.249 -0.577
H -1.322 6.691 -1.805
S -1.618 -0.648 5.569
C 2.659 0.822 -6.155
H -2.231 1.588 5.901
C -0.333 6.234 -1.760
H 2.043 -3.175 0.660
H -3.022 -2.496 2.438
H -0.852 -0.195 1.321
H -0.944 -1.123 -5.584
H -2.528 -2.946 6.708
O 0.586 2.621 -1.074
C -0.597 -3.781 1.012
S 1.571 3.581 -1.484
H -3.900 -3.519 1.271
O -1.976 -1.674 4.635
O 1.738 -0.145 -3.534
H -0.230 -2.493 7.579
O 2.097 4.494 -0.520
H -0.246 -0.592 -1.890
H -1.158 -3.468 1.892
H 2.451 1.696 -6.768
H 1.346 -2.177 1.918
H 3.059 1.166 -5.200
H 3.148 -0.527 -7.757
O 0.988 4.386 -2.719
C -0.339 4.958 -2.572
H -1.155 -3.396 8.787
C -2.372 0.868 5.100
C -0.544 -0.799 -4.627
H -3.912 -0.342 -0.875
H -0.891 0.196 -4.362
H -1.863 1.195 4.196
O -0.241 -0.421 5.872
H 0.399 6.937 -2.158
C 2.883 2.766 -2.316
H 3.526 3.518 -2.765
H -3.426 0.688 4.907
H -0.908 -1.650 8.971
H 3.032 0.478 1.449
C -1.085 -2.449 8.252
H 3.875 -0.966 -6.211
H 3.184 -1.335 0.087
H -0.807 -1.508 -3.845
H 4.516 0.409 -7.124
O -2.433 -0.882 6.909
C 3.606 -0.128 -6.852
H 1.787 1.048 0.318
H -0.998 4.203 -2.142
H 3.421 2.200 -1.558
C 2.067 0.247 0.999
B -3.135 -1.653 0.393
H 2.461 2.096 -3.062
H 1.322 0.225 1.792
*
```

Okay, here come the Löwdin numbers, in e, for every atom: C -0.24; C -0.24; H 0.10; O -0.26; C -0.44; C -0.06; H 0.06; H 0.07; S 0.57; H 0.08; H 0.07; H 0.12; C -0.25; H -0.01; Si 0.67; H 0.07; N -0.08; O -0.26; H 0.12; O 0.06; H 0.08; S 0.55; C -0.24; H 0.08; C -0.07; H 0.11; H 0.02; H 0.00; H 0.08; H 0.11; O -0.29; C -0.12; S 0.57; H 0.07; O -0.28; O -0.29; H 0.07; O -0.26; H -0.02; H 0.06; H 0.12; H 0.12; H 0.10; H 0.09; O -0.26; C -0.24; H 0.08; C -0.12; C -0.12; H 0.08; H 0.08; H 0.08; O -0.27; H 0.09; C -0.11; H 0.08; H 0.08; H 0.09; H 0.07; C -0.07; H 0.07; H 0.10; H 0.07; H 0.08; O -0.27; C -0.07; H 0.03; H 0.11; H 0.08; C -0.10; B -0.53; H 0.04; H 0.05